Molecular formula: C48H56AlBrFN2O2PSi
Method: DFT, wB97M-V/def2-TZVPD

Structure (XYZ):
```
113
Properties=species:S:1:pos:R:3:forces:R:3:lowdin_charge:R:1
H 1.9503 -2.8347 0.5511 0.0908 -0.1497 -0.0081 0.077
C 4.2241 -0.3514 -1.2676 -0.3075 0.2349 0.4695 -0.194
C -2.1579 -1.7301 4.1521 -0.3213 0.0758 0.0901 -0.015
C -0.4205 2.2459 0.3266 0.1705 0.3212 0.0748 -0.103
C 0.8700 -0.0308 2.6985 0.4301 -0.1648 -0.4321 -0.176
C -1.8368 -1.0538 0.3188 -0.1516 -1.0391 0.0150 -0.155
H 0.5736 2.6277 0.4998 -0.0076 0.0453 0.0056 0.036
C -0.4718 -0.2288 3.2553 -0.1683 0.0364 0.2015 -0.314
C 1.0182 -1.9900 -1.8549 -0.1249 -0.0176 0.2613 -0.513
C 6.9277 1.1656 -0.0777 0.2227 -0.2924 0.5041 -0.121
Al 1.0860 -0.3004 0.6328 -0.1627 0.4978 1.8488 0.175
C -3.7036 4.9084 -0.2276 0.0264 -0.2269 0.0148 -0.058
O 0.6351 -1.7423 -2.9765 -0.0135 0.0207 -0.1860 0.098
H -0.1227 -2.2602 3.8391 0.0982 -0.0829 0.0252 0.114
H -4.4052 3.4696 1.9733 0.0041 0.0087 0.1186 0.089
C 2.1280 2.9876 -2.2231 0.0593 -0.1365 0.3392 -0.360
H -5.8349 3.7469 0.9745 -0.0835 0.0435 -0.0082 0.089
H -3.2070 5.2466 0.6785 0.0696 0.1056 0.0923 0.086
C 5.3847 2.7676 -1.2587 0.1538 0.1333 -0.1683 -0.123
C 1.3491 3.9194 -4.2971 0.0204 0.1810 -0.0977 -0.091
H 2.2835 4.9702 0.9830 0.0233 0.0550 0.0129 0.041
C -1.4868 3.0989 0.1526 -0.4829 -0.1385 -0.0182 0.038
H 1.0122 -4.1809 -3.3828 -0.0206 0.0115 -0.0359 0.116
H 1.5978 -0.6765 3.1919 0.1242 -0.0283 0.0573 0.053
H -5.7198 -2.2391 0.5414 -0.0522 0.1117 0.0573 0.092
C -3.0964 -0.7199 4.0412 -0.0247 0.0098 -0.1006 -0.283
H 7.9315 0.7787 -0.2154 0.0235 -0.0366 0.0944 0.098
C -4.1491 -4.7496 -1.2378 -0.0200 0.0999 0.1368 -0.031
H 5.5411 3.2105 1.7001 -0.0699 0.0471 -0.0127 0.122
H 1.2638 4.7602 -4.9723 0.0383 0.0585 -0.0240 0.100
H 5.2971 -0.5091 -1.3047 0.1670 -0.0301 0.0747 0.024
H 1.2154 0.9980 2.8255 0.0865 0.1378 -0.0029 0.062
C -2.7692 2.5711 -0.0151 0.4273 0.0675 0.0568 -0.132
C -3.0020 -1.7491 0.0063 0.1929 0.1688 0.0596 0.074
H -1.3101 4.1607 0.1671 0.0345 0.1105 0.0149 0.104
H -2.4504 -2.6961 4.5352 -0.0623 -0.0877 0.0416 0.116
H 5.2904 -1.6399 1.6180 0.2339 0.0686 0.0244 0.014
H 7.0139 1.8278 -2.0961 -0.0324 0.0307 -0.0880 0.104
C -4.7469 3.0168 -1.4502 0.1189 0.0269 0.1310 -0.034
C -4.3932 -3.8740 -0.0005 -0.2083 -0.1387 -0.0871 -0.553
C 0.8444 1.6367 -3.7669 -0.1316 -0.0827 -0.2012 -0.060
C -0.8596 -1.4730 3.7664 0.0367 0.2709 0.0294 -0.063
C 6.2683 0.8117 1.0324 0.2088 -0.2036 -0.1320 -0.147
H 6.7860 0.1686 1.7324 0.1067 -0.0757 0.0184 0.101
H -5.0633 1.9785 -1.4335 -0.0666 -0.1568 -0.0164 0.077
H -5.7201 -5.2277 1.0336 -0.0687 -0.0647 -0.0227 0.087
H -6.4898 -3.5337 -0.3678 -0.0591 -0.0675 -0.0302 0.087
H 0.3822 0.6886 -3.9955 -0.0259 -0.1304 -0.0424 0.097
C -4.7530 -4.7584 1.2007 0.0751 0.1280 -0.1149 -0.041
C 2.1485 -5.9640 -0.7175 -0.0499 -0.0328 -0.0741 -0.122
H 3.7453 -1.2392 -1.6685 -0.1796 -0.2274 -0.0386 0.018
H 4.0560 -2.5500 0.7974 -0.0241 -0.1163 -0.1415 0.002
H -3.8843 -4.1324 -2.0938 0.0416 0.0213 -0.1122 0.092
C -0.8573 -2.9555 1.0835 -0.0186 -0.2900 0.0471 -0.087
H 0.1807 2.6344 -5.5462 -0.0027 -0.0377 -0.0897 0.101
H 4.6436 4.3452 -0.1314 -0.0961 -0.1766 -0.0405 0.109
C -4.9199 3.1646 1.0637 0.1416 0.0104 -0.1484 -0.032
H -1.9908 -4.7487 1.1129 0.0130 -0.1432 0.0318 0.118
H 4.7557 0.9840 2.4660 -0.0546 -0.0661 -0.0615 0.104
H -5.6299 3.6364 -1.5869 -0.1009 0.0657 0.0027 0.089
H 3.7133 -1.8252 2.3593 -0.0882 -0.0626 0.2302 0.012
C 4.6852 2.7047 1.2390 0.0246 0.2687 0.1655 -0.249
H 2.4892 5.0151 -2.8659 0.0240 0.0799 0.0553 0.097
N -0.7585 -1.6599 0.8237 -0.2864 0.1682 -0.3581 0.121
C 1.7059 -5.6824 -2.0003 -0.0325 -0.1702 -0.1388 -0.665
C 4.8884 1.1989 1.3989 -0.6769 0.0197 -0.2438 -0.369
O 1.0767 -1.1159 -0.8949 0.0792 -0.2054 -1.0039 -0.064
H -3.0718 5.1313 -1.0846 0.0866 0.0920 -0.0785 0.091
H -3.8339 0.7228 -0.0716 -0.0511 -0.0630 0.0394 0.112
C -1.4453 0.7739 3.2055 0.2392 -0.1668 0.0877 -0.054
C -2.7528 0.5357 3.5807 -0.3149 -0.2141 0.1868 -0.014
H 2.4165 -6.9726 -0.4442 0.0237 -0.0815 0.0056 0.100
H 3.9921 0.4770 -1.9268 -0.0626 0.1014 -0.2093 0.007
H -5.0506 -5.3078 -1.4795 -0.1023 -0.0887 -0.0392 0.088
H 0.0151 -3.4243 1.5127 -0.0014 -0.0381 0.0536 0.115
C -2.8656 1.1878 0.0055 0.3421 -0.1560 0.0470 0.062
C -4.0199 3.4135 -0.1575 -0.1979 0.2186 -0.0551 -0.553
C 1.3541 -4.4024 -2.3828 -0.0018 -0.0253 0.0112 -0.052
Br 1.5612 -7.1070 -3.2573 0.0253 0.1382 0.0996 0.724
F -4.3881 -0.9707 4.3879 0.1160 0.0194 -0.0115 0.030
H -5.4512 -2.3972 -1.2080 -0.0122 0.1146 -0.0758 0.083
Si 3.6045 -0.0520 0.5300 0.7913 -0.7179 -0.1781 0.640
C 1.4392 -3.3761 -1.4505 0.0733 -0.0760 0.0785 -0.107
H -3.5020 1.3099 3.5191 -0.1227 0.0806 0.0313 0.108
C -3.1221 -3.0997 0.2879 0.3306 0.0643 0.1621 -0.137
C 1.5285 1.7816 -2.5768 0.1265 0.0046 0.1570 -0.115
C -1.7385 0.3903 0.1759 -0.1800 0.7588 -0.2286 -0.145
H -3.3425 -5.4567 -1.0604 0.1040 -0.0872 -0.0170 0.086
C -5.5807 -2.9438 -0.2764 0.2059 -0.1136 0.0384 -0.056
H -3.8094 -1.2216 -0.4668 -0.1471 0.0548 0.0132 0.101
H 1.0694 4.8986 -0.3065 -0.0514 0.0437 0.0086 0.026
N -0.5134 0.9225 0.3174 -0.1655 -0.1081 -0.3680 0.112
H -4.6290 5.4708 -0.3321 -0.0623 0.0387 -0.0135 0.089
H 3.7961 2.9836 1.8204 0.1056 0.1133 0.0697 0.089
H 1.5872 0.9565 -1.8794 -0.0469 -0.1314 -0.1279 0.054
H -1.1714 1.7600 2.8587 0.0288 0.1127 -0.0269 0.109
C 6.4377 1.9490 -1.1851 -0.2030 0.3368 -0.4105 -0.118
H -4.0899 3.1591 -2.3055 0.0278 0.0017 -0.1314 0.095
H 2.6995 5.4979 -0.6595 0.0030 0.0507 -0.0056 0.033
C 4.2255 -1.6717 1.4119 -0.2325 0.3855 -0.1397 -0.214
C 1.8819 -3.6468 -0.1609 -0.0339 0.1128 -0.2425 -0.063
H 2.5775 -5.1375 1.2066 0.0662 -0.0211 0.0713 0.114
C 2.0386 4.0619 -3.1036 0.0762 -0.0321 -0.0176 -0.095
H -5.1882 2.1154 1.1582 -0.0561 -0.1138 0.0293 0.080
H -4.0226 -5.5484 1.3490 0.0851 -0.0933 0.0758 0.076
H -4.8140 -4.1601 2.1073 -0.0199 0.0189 0.1376 0.093
C 2.1278 4.7755 -0.0788 0.0389 -0.3414 0.1216 -0.260
C 2.2355 -4.9335 0.2024 0.0244 0.0170 0.0662 -0.060
C -1.9956 -3.7034 0.8528 -0.2065 0.1532 -0.1206 0.036
H 5.1893 3.2453 -2.2156 0.0567 -0.0887 -0.0565 0.104
P 2.6372 3.0242 -0.4562 0.4718 0.8075 -0.3546 1.021
C 4.4915 3.2534 -0.1797 -0.4507 0.0830 0.1625 -0.436
C 0.7432 2.7170 -4.6274 -0.0178 -0.0259 0.0318 -0.083
```
Forces are in eV/Å.

As for the electronic energy: -154287.1470 eV. Its charge is 0.